ORCA calculation (ωB97M-V with the def2-TZVPD basis set) on a structure of composition CH2O4S.

Atoms and positions in Å:
C -1.348 -0.735 0.243
O 1.109 1.620 -0.661
O 1.586 -0.420 0.440
O -0.853 0.374 -0.169
O -0.759 -1.743 0.066
S 0.798 -0.028 -0.647
H -2.358 -0.688 0.735
H 1.823 1.620 -0.008

Results
- Energy relative to the best compared isomer or geometry (same formula, charge and spin): 21.7 kcal per mole
- Strongest force on any atom: 0.079 Eh/bohr
- LUMO energy: 0.66 eV



ORCA calculation (ωB97M-V with the def2-TZVPD basis set) on a cluster of 4 separate species, C17H31FINO7 in total.

Atoms and positions in Å:
C -2.965 -1.952 0.591
C -2.451 -1.675 -0.919
C -3.133 -0.342 -1.559
O -3.251 -0.602 -2.985
C -4.045 0.421 -3.640
C -3.037 1.685 -3.886
O -1.917 1.147 -4.632
C -0.812 2.059 -4.677
I 0.712 1.074 -5.942
C -0.086 2.257 -3.228
O 0.575 1.316 -2.712
N -0.276 3.562 -2.569
C -0.169 3.431 -1.109
O -1.148 3.752 -0.389
F 0.998 3.010 -0.422
H -2.139 -1.733 1.368
H -3.947 -1.401 0.839
H -3.193 -3.071 0.677
H -1.318 -1.487 -0.899
H -2.691 -2.541 -1.633
H -4.172 -0.158 -1.113
H -2.389 0.521 -1.349
H -4.992 0.715 -3.074
H -4.264 0.019 -4.703
H -3.641 2.461 -4.479
H -2.771 2.082 -2.845
H -1.043 3.080 -5.136
H -1.202 3.940 -2.817
C 2.772 -1.096 0.872
C 1.757 -0.592 1.862
C 2.134 0.608 2.690
O 0.674 -1.134 1.990
H 2.365 -1.963 0.347
H 2.995 -0.316 0.140
H 3.682 -1.398 1.393
H 2.329 1.462 2.039
H 3.017 0.381 3.293
H 1.308 0.859 3.360
C -3.002 -0.655 4.197
C -4.039 0.203 3.521
C -4.566 1.386 4.289
O -4.435 -0.049 2.398
H -2.714 -1.469 3.529
H -2.116 -0.059 4.424
H -3.415 -1.084 5.113
H -3.749 2.074 4.520
H -5.047 1.048 5.209
H -5.304 1.913 3.680
C 7.258 -3.023 -0.527
C 6.859 -2.238 0.694
C 7.870 -1.277 1.262
O 5.761 -2.375 1.203
H 6.433 -3.673 -0.824
H 7.481 -2.341 -1.351
H 8.129 -3.642 -0.302
H 8.119 -0.517 0.517
H 8.768 -1.819 1.566
H 7.446 -0.782 2.138

Results
- Structure (SMILES): CCCOCCO[C@H](I)C(=O)NC(=O)F.CC(C)=O.CC(C)=O.CC(C)=O
- Strongest force on any atom: 0.108 Eh/bohr
- LUMO energy: -0.30 eV



ORCA calculation (ωB97M-V with the def2-TZVPD basis set) on a structure of composition C31H45BrS5SbSi3Tl.

Atoms and positions in Å:
Tl -0.055 -0.423 0.137
C 2.382 2.506 2.599
C 2.694 1.077 2.286
C 2.340 0.063 3.169
C 2.560 -1.271 2.858
C 2.133 -2.376 3.778
C 3.177 -1.588 1.653
C 3.560 -0.595 0.765
C 4.239 -0.950 -0.526
C 3.298 0.729 1.086
H 2.830 3.176 1.868
H 2.726 2.779 3.596
H 1.301 2.653 2.564
H 1.852 0.312 4.104
H 3.002 -2.809 4.282
H 1.642 -3.163 3.206
H 1.438 -2.013 4.531
H 3.333 -2.627 1.386
H 5.238 -1.339 -0.322
H 4.327 -0.078 -1.172
H 3.679 -1.725 -1.048
H 3.555 1.501 0.373
Br -0.195 -2.654 -2.219
C -2.067 -2.431 -2.662
C -2.582 -3.395 -3.487
C -3.921 -3.316 -3.885
C -4.684 -2.272 -3.450
C -4.159 -1.283 -2.596
C -4.968 -0.221 -2.158
C -4.463 0.708 -1.291
C -3.139 0.617 -0.849
C -2.250 -0.382 -1.234
C -2.799 -1.341 -2.147
H -1.957 -4.202 -3.839
H -4.333 -4.085 -4.526
H -5.720 -2.186 -3.751
H -5.992 -0.170 -2.510
H -5.087 1.523 -0.944
H -2.802 1.356 -0.133
S -0.636 1.305 7.473
C -0.799 0.941 5.864
S -1.039 -0.659 5.247
C -1.126 -0.271 3.520
C -0.993 1.055 3.225
S -1.018 1.842 1.704
S -0.765 2.130 4.612
S -1.362 -1.602 2.468
C 3.458 4.128 -1.342
Si 1.628 4.532 -1.760
C 0.877 5.474 -0.273
C 1.831 5.845 -3.163
Sb 0.241 2.325 -1.998
Si 1.275 1.574 -4.266
C 1.627 2.818 -5.695
C 2.976 0.777 -3.885
C 0.193 0.202 -5.039
Si -1.821 3.493 -3.063
C -2.835 4.286 -1.650
C -2.868 2.253 -4.083
C -1.547 4.943 -4.315
H 4.040 5.012 -1.099
H 3.940 3.636 -2.182
H 3.510 3.458 -0.492
H 1.573 6.167 0.192
H 0.558 4.764 0.483
H -0.001 6.038 -0.576
H 2.444 6.683 -2.839
H 0.873 6.239 -3.480
H 2.311 5.406 -4.031
H 2.323 3.585 -5.374
H 0.715 3.310 -6.015
H 2.057 2.326 -6.562
H 3.650 1.502 -3.437
H 3.464 0.373 -4.768
H 2.842 -0.036 -3.179
H -0.709 0.611 -5.483
H -0.112 -0.498 -4.269
H 0.719 -0.363 -5.803
H -2.900 3.607 -0.806
H -3.848 4.547 -1.944
H -2.345 5.189 -1.295
H -2.775 1.249 -3.688
H -2.544 2.231 -5.119
H -3.926 2.498 -4.074
H -1.354 5.878 -3.800
H -2.422 5.090 -4.941
H -0.706 4.747 -4.970

Results
- Total charge: -2
- Energy relative to the best compared isomer or geometry (same formula, charge and spin): 13.0 kcal per mole
- Strongest force on any atom: 0.022 Eh/bohr
- LUMO energy: 4.07 eV



Q: Which of these has the lowest LUMO energy?
A: C17H31FINO7